C41H57CrF3N4O8 as an isolated structure at a distorted geometry, computed with wB97M-V/def2-TZVPD.

Each line ends with the Mulliken charge.
Atoms and positions in Å:
Cr  -0.3985  -0.0576  -0.8740  1.029
C  -0.6254  -1.5586  3.7066  -1.318
N  -0.1519  -2.0425  2.4242  1.051
C  -0.4515  -3.4632  2.2927  -1.455
C  1.2780  -1.8500  2.2229  -1.104
C  1.8003  -0.4347  2.4193  -1.676
N  1.6735  0.4796  1.2700  1.600
C  3.0104  0.7080  0.6880  -2.088
C  3.1809  1.2050  -0.7437  0.544
C  4.2914  1.9959  -1.0091  -0.193
C  4.6647  2.3250  -2.2989  -0.465
C  3.9016  1.7849  -3.3336  -0.411
C  2.7873  0.9772  -3.1383  -0.373
C  2.3845  0.7416  -1.7968  -0.179
O  1.2890  0.0482  -1.4603  -0.112
C  2.0890  0.3329  -4.3525  2.724
C  1.9654  -1.1945  -4.1718  -1.842
C  2.9000  0.5557  -5.6348  -2.500
C  0.7033  0.9590  -4.5757  -1.350
C  5.9085  3.1513  -2.6221  2.347
C  6.9329  2.2670  -3.3514  -1.807
C  5.5381  4.3361  -3.5283  -1.517
C  6.5735  3.6981  -1.3566  -1.927
C  1.0255  1.7263  1.7181  -1.763
C  1.0510  2.8735  0.7477  0.015
C  1.8998  3.9395  1.0107  -0.033
C  1.8951  5.0829  0.2290  -0.192
C  0.9693  5.1133  -0.8057  -0.874
C  0.0835  4.0823  -1.1138  0.469
C  0.1529  2.8995  -0.3336  -0.136
O  -0.6348  1.8385  -0.5358  -0.025
C  -0.8833  4.3715  -2.2850  2.563
C  -1.8616  3.2490  -2.6413  -2.012
C  -0.0513  4.6703  -3.5457  -1.674
C  -1.7267  5.6085  -1.9336  -1.946
C  2.8012  6.2857  0.4865  2.377
C  1.9468  7.5110  0.8458  -1.803
C  3.7767  6.0265  1.6359  -2.162
C  3.6216  6.5944  -0.7751  -1.413
H  -0.0147  -1.9264  4.5520  0.362
H  -1.6481  -1.9069  3.8542  0.372
H  -0.6420  -0.4683  3.7393  0.225
H  0.0409  -4.0533  3.0862  0.400
H  -0.0983  -3.8298  1.3282  0.403
H  -1.5280  -3.6366  2.3514  0.282
H  1.5089  -2.1692  1.2029  0.284
H  1.8394  -2.5069  2.9153  0.464
H  2.8569  -0.5387  2.6802  0.351
H  1.3296  0.0193  3.2936  0.801
H  3.5176  -0.2578  0.7204  0.977
H  3.5834  1.3836  1.3464  0.153
H  4.8710  2.3524  -0.1601  0.249
H  4.2011  2.0018  -4.3526  0.413
H  2.9399  -1.6285  -3.9251  0.382
H  1.6154  -1.6444  -5.1076  0.443
H  1.2635  -1.4695  -3.3930  0.188
H  3.9243  0.1813  -5.5356  0.400
H  2.9359  1.6134  -5.9160  0.362
H  2.4177  0.0137  -6.4523  0.497
H  0.0553  0.8232  -3.7182  -0.117
H  0.2085  0.4959  -5.4370  0.567
H  0.7998  2.0306  -4.7720  0.238
H  6.5288  1.8920  -4.2955  0.296
H  7.1994  1.4042  -2.7337  0.367
H  7.8455  2.8348  -3.5708  0.462
H  5.1432  3.9972  -4.4900  0.296
H  6.4218  4.9532  -3.7252  0.501
H  4.7763  4.9620  -3.0548  0.165
H  6.9549  2.8899  -0.7245  0.378
H  5.8748  4.2975  -0.7649  0.167
H  7.4172  4.3366  -1.6325  0.476
H  1.5098  2.0821  2.6401  0.655
H  -0.0106  1.4737  1.9651  0.392
H  2.5716  3.8549  1.8597  0.364
H  0.9295  6.0059  -1.4246  0.225
H  -1.3413  2.3440  -2.9441  -0.104
H  -2.4845  3.5823  -3.4795  0.700
H  -2.5198  2.9981  -1.8086  0.298
H  0.6572  3.8588  -3.7316  -0.021
H  0.5193  5.5992  -3.4472  0.380
H  -0.7073  4.7659  -4.4179  0.505
H  -2.3152  5.4241  -1.0293  0.368
H  -2.4185  5.8308  -2.7538  0.478
H  -1.1094  6.4948  -1.7612  0.287
H  1.3542  7.3109  1.7432  0.365
H  1.2564  7.7639  0.0363  0.292
H  2.5844  8.3821  1.0367  0.455
H  3.2491  5.8662  2.5813  0.390
H  4.4332  6.8927  1.7591  0.470
H  4.4041  5.1511  1.4351  0.315
H  2.9765  6.8615  -1.6172  0.335
H  4.2034  5.7166  -1.0657  -0.035
H  4.3105  7.4273  -0.5945  0.525
O  -5.6799  -2.5756  0.7731  -0.543
C  -4.5374  -2.5937  1.4899  0.360
O  -4.3459  -3.4296  2.3212  -0.557
C  -3.6042  -1.4763  1.1683  -0.144
C  -3.7425  -0.1540  1.5268  -0.596
N  -2.6736  0.5034  1.0506  -0.090
N  -1.9041  -0.3176  0.3591  1.596
C  -2.4154  -1.5226  0.4316  0.209
C  -1.6550  -2.5497  -0.3538  0.106
O  -2.0921  -3.6732  -0.4747  -0.753
O  -0.5407  -2.0578  -0.8324  -0.237
H  -5.6124  -1.8974  0.0881  0.397
H  -4.5076  0.3511  2.0974  0.505
H  -2.5348  1.4942  0.9192  0.020
F  -2.6540  0.4713  -4.8463  -0.189
C  -3.5654  -0.0135  -3.9869  0.745
F  -4.7134  0.6454  -4.1983  -0.287
F  -3.7744  -1.3106  -4.2939  -0.280
C  -3.1003  0.1180  -2.5114  0.371
O  -3.9693  0.3790  -1.6886  -0.728
O  -1.8537  -0.1040  -2.3917  -0.717

Electronic energy   -3761.7440 a.u.
Frontier orbital gap (alpha / beta)   7.50 / 7.52 eV
Expectation value of S²   0.766
Total charge   -1
Energy relative to the best compared isomer or geometry (same formula, charge and spin)   28.8 kcal per mole
E_HOMO (alpha / beta)   -5.248 / -5.266 eV
Multiplicity   2